Below is a 9-piece molecular cluster, C38H60Cl4O20 overall in a non-equilibrium geometry, with properties calculated with the ωB97M-V functional and the def2-TZVPD basis.

Properties
gap between HOMO and LUMO (spin up / spin down) = 3.41 / 1.63 eV
total charge = +1
largest force on an atom = 4.015 eV Å⁻¹
lowest unoccupied orbital energy (spin up / spin down) = -7.17 / -8.95 eV
highest occupied orbital energy (spin up / spin down) = -10.6 / -10.6 eV
multiplicity = 2
expectation value of S² = 0.7798

Last column: Löwdin charge in e.
Positions of all 122 atoms, in Å:
1 Cl -1.474 5.978 2.440  0.498
2 C -0.258 6.155 1.105  -0.601
3 C 0.619 4.850 1.094  -0.704
4 Cl 1.833 4.879 2.374  0.565
5 H 0.351 7.029 1.336  0.060
6 H -0.732 6.301 0.134  0.068
7 H 1.108 4.838 0.120  0.004
8 H -0.025 3.990 0.914  0.058
9 Cl 5.463 4.183 0.040  0.540
10 C 4.790 2.610 -0.511  -0.638
11 C 4.143 2.848 -1.859  -0.673
12 Cl 2.811 4.009 -1.848  0.604
13 H 3.989 2.380 0.191  0.045
14 H 5.524 1.804 -0.517  0.078
15 H 3.726 1.893 -2.179  0.066
16 H 4.886 3.139 -2.601  0.075
17 C 4.532 -0.872 0.655  -0.113
18 O 3.963 0.031 1.567  -0.214
19 C 3.978 -0.418 2.922  -0.164
20 C 5.257 -0.546 3.802  -0.181
21 O 6.250 -1.351 3.181  -0.209
22 C 7.367 -1.677 4.063  -0.078
23 H 4.164 -1.892 0.772  0.080
24 H 5.618 -0.878 0.751  0.091
25 H 4.319 -0.489 -0.343  0.089
26 H 3.332 -1.296 2.925  0.108
27 H 3.434 0.382 3.423  0.130
28 H 4.885 -0.993 4.724  0.122
29 H 5.748 0.418 3.935  0.131
30 H 7.832 -0.736 4.357  0.084
31 H 8.163 -2.175 3.511  0.086
32 H 7.180 -2.261 4.965  0.082
33 C 6.766 -2.801 -2.238  -0.094
34 O 5.379 -2.497 -2.307  -0.224
35 C 4.701 -3.224 -3.306  -0.161
36 C 3.107 -2.888 -3.519  -0.202
37 O 2.803 -1.657 -4.067  -0.183
38 C 1.368 -1.363 -4.194  -0.051
39 H 7.212 -2.550 -3.201  0.090
40 H 6.835 -3.811 -1.836  0.092
41 H 7.301 -2.053 -1.654  0.084
42 H 4.794 -4.254 -2.961  0.113
43 H 5.174 -3.073 -4.276  0.117
44 H 2.716 -2.874 -2.501  0.095
45 H 2.545 -3.688 -4.000  0.114
46 H 1.144 -0.598 -4.937  0.083
47 H 0.973 -1.048 -3.228  0.071
48 H 0.833 -2.277 -4.454  0.084
49 C -3.348 -2.899 2.521  -0.098
50 O -4.247 -2.179 3.356  -0.149
51 C -5.271 -2.908 3.981  -0.208
52 C -6.629 -2.434 3.429  -0.181
53 O -7.704 -3.158 4.069  -0.180
54 C -8.932 -2.636 3.692  -0.144
55 H -2.781 -2.200 1.906  0.068
56 H -3.923 -3.251 1.665  0.088
57 H -2.734 -3.763 2.775  0.053
58 H -5.299 -2.940 5.070  0.126
59 H -5.283 -3.982 3.794  0.119
60 H -6.789 -2.677 2.379  0.122
61 H -6.654 -1.346 3.489  0.127
62 H -9.059 -1.570 3.876  0.090
63 H -9.742 -3.169 4.190  0.091
64 H -9.112 -2.819 2.632  0.085
65 C -1.601 0.489 -4.790  -0.127
66 O -0.728 1.560 -4.913  -0.173
67 C -0.674 2.456 -3.809  -0.185
68 C -0.122 3.868 -4.068  -0.152
69 O -0.970 4.792 -4.815  -0.185
70 C -0.810 4.803 -6.166  -0.155
71 H -1.727 0.145 -3.763  0.073
72 H -1.266 -0.365 -5.377  0.082
73 H -2.588 0.693 -5.207  0.093
74 H 0.086 2.007 -3.171  0.106
75 H -1.548 2.403 -3.159  0.102
76 H 0.838 3.693 -4.555  0.118
77 H -0.006 4.417 -3.134  0.107
78 H -0.697 3.829 -6.643  0.085
79 H 0.121 5.341 -6.345  0.088
80 H -1.666 5.323 -6.595  0.094
81 C -0.656 0.924 -0.397  0.085
82 C 0.431 0.148 -0.025  -0.140
83 C 0.501 -1.375 -0.095  -0.252
84 O 1.607 -1.959 0.055  0.048
85 C -0.849 -1.978 -0.256  0.054
86 C -1.930 -1.185 -0.531  -0.145
87 C -1.934 0.351 -0.713  -0.321
88 O -2.853 1.016 -1.083  0.122
89 O -3.212 -1.711 -0.660  0.084
90 O 1.668 0.744 0.159  0.075
91 H -0.509 1.985 -0.533  0.128
92 H -1.004 -3.046 -0.219  0.119
93 H -3.863 -1.017 -0.785  0.113
94 H 2.179 0.137 0.699  0.060
95 C -4.729 5.633 -2.222  0.089
96 C -6.055 6.027 -2.186  -0.183
97 C -6.982 5.308 -1.323  -0.314
98 O -8.190 5.610 -1.378  0.099
99 C -6.421 4.167 -0.607  0.084
100 C -5.115 3.832 -0.674  -0.208
101 C -4.110 4.545 -1.472  -0.311
102 O -2.935 4.203 -1.602  0.101
103 O -4.758 2.651 -0.090  0.075
104 O -6.615 6.919 -3.089  0.087
105 H -4.137 6.204 -2.922  0.131
106 H -7.148 3.564 -0.083  0.136
107 H -4.016 2.330 -0.608  0.044
108 H -7.541 7.149 -2.984  0.112
109 C 2.322 -5.560 3.917  0.214
110 C 1.665 -4.936 2.868  -0.075
111 C 0.208 -4.620 2.993  -0.301
112 O -0.351 -3.910 2.150  0.149
113 C -0.438 -5.169 4.088  0.121
114 C 0.181 -5.806 5.134  -0.118
115 C 1.689 -5.966 5.158  -0.225
116 O 2.507 -6.463 5.975  0.175
117 O -0.448 -6.258 6.257  0.169
118 O 2.370 -4.372 1.897  0.259
119 H 3.390 -5.709 3.868  0.169
120 H -1.513 -5.106 4.003  0.150
121 H 0.221 -6.455 6.917  0.130
122 H 1.813 -3.841 1.324  0.112

Cartesian forces, eV/Å:
0.1551 0.2936 -0.6055
0.7248 -1.3113 0.7553
-0.8901 1.7923 -1.9567
-0.3630 -0.5760 -0.0803
-0.0681 -0.1523 0.0290
-0.3097 -0.1781 0.2414
0.7240 0.4121 0.1878
-0.0147 -0.3291 1.4184
0.4269 -0.4132 0.1927
-1.1553 1.0576 0.1769
0.6430 -1.2331 -0.3785
-0.0270 0.1053 0.0397
0.2352 -0.1875 0.1486
0.1305 0.3315 -0.1296
-0.1215 0.0029 -0.1146
-0.1738 0.2671 0.0495
0.9725 0.1474 -0.6878
0.3666 0.0302 0.8470
-0.3172 0.9771 0.1600
0.2511 -0.2662 -1.9256
0.5326 -1.5420 0.9112
0.1441 1.1933 -0.8385
-0.1809 -0.0474 -0.0125
0.0660 -0.1672 0.1261
-0.2496 -0.2642 -0.0341
0.2613 -0.5844 0.4140
-0.2539 -0.0853 0.2367
0.1683 0.1589 0.3703
-0.5074 0.3498 0.4682
-0.0641 0.1916 0.3405
-0.4832 -0.2148 -0.3892
-0.7419 -0.0590 -0.0971
-0.6798 0.8880 -0.4752
-0.7461 1.4265 0.3839
-1.5832 0.3082 -0.7369
1.2480 -0.3226 2.3856
-0.6901 1.5297 -1.4127
1.1744 -1.0013 0.5897
0.1481 -1.1246 -0.4909
0.8051 -0.0833 -0.3484
-0.5469 -0.1978 0.8606
-0.4390 -0.5317 -0.6454
0.2464 -0.1664 -0.1198
-0.1339 -0.2284 0.5907
0.5430 -0.4071 -0.5019
0.6149 -0.0174 0.0470
0.0420 0.1941 0.2210
-0.0291 -0.1440 -0.2243
-1.4691 0.5320 -2.4004
1.3490 -0.4555 0.7980
-1.7850 -1.2911 -0.6223
-0.3333 -0.7728 0.0785
1.5622 0.9451 0.7217
-1.1970 -0.2226 -0.5289
0.6389 0.4444 1.0187
-0.5757 -0.7540 -0.0232
-0.1405 0.3433 1.2637
0.4094 1.0368 0.2034
0.6477 -0.2747 -0.6159
0.7400 0.0602 -0.4270
-0.5317 0.1737 0.4935
0.2287 0.1492 0.1712
0.2357 -0.0355 0.3308
0.0595 0.1560 -0.4094
-0.6595 -0.5557 -0.1814
0.2228 0.9934 -0.7024
0.5807 -0.4113 1.0194
-1.4521 0.2957 -1.0743
-0.1528 -1.6201 2.7497
0.8018 0.2765 -1.4572
0.0509 0.0234 0.2868
0.4931 0.0704 -0.0160
-0.2750 0.3929 0.1807
0.5150 0.1024 0.5060
-0.6501 0.4298 -0.5370
0.2030 0.5130 -0.1816
0.2594 -0.5741 0.2060
-0.2538 -0.3103 0.1178
0.1054 0.3100 -0.7450
0.1563 0.0491 -0.1391
2.4516 -0.9104 0.6662
1.1334 1.8669 -1.2571
0.0126 -0.5803 0.7824
-2.8743 0.9282 -0.0370
-0.1515 0.7499 -0.6101
-2.4577 -0.5356 -0.2617
2.7525 -0.9650 0.7773
-1.6275 -0.5597 -0.4692
2.6524 -0.3633 0.3797
-2.8047 -0.3801 -0.2686
-0.0725 0.1161 0.1789
0.1448 -0.0411 0.0716
-0.0498 0.6788 -0.1721
1.0712 -0.2924 0.2759
-1.4277 2.2814 -1.1171
0.9894 0.3697 -1.6923
-2.4321 0.0685 0.0043
2.0316 -0.7242 0.5215
0.0341 0.4994 0.1476
-1.5029 -2.2361 1.2705
0.3248 0.8235 -1.1056
-1.3987 0.1312 0.5594
-0.2612 1.1239 -0.3013
2.5253 -0.8289 0.7582
0.4576 -0.2080 -0.0529
0.2061 -0.1844 0.1344
0.7622 -0.2971 0.1189
-0.3302 -0.6268 0.8681
1.0244 -0.0791 -0.4138
1.0753 2.4427 -1.8442
-0.0513 1.5059 -2.8625
1.4534 -1.1338 0.9977
-1.2471 -1.7424 2.2349
-0.0684 -0.4232 2.6233
2.4446 -1.1285 0.3195
-3.6276 1.2758 -1.1556
0.2371 1.0428 -2.6164
-0.4402 -2.2371 2.5900
0.1716 -0.0210 -0.0673
-0.1967 0.0730 0.5963
0.3847 -0.3861 0.4824
-0.9567 1.0656 -1.1253

=====

Below is C24H30BrN7O2PbSi2 as an isolated structure, with properties calculated with the ωB97M-V functional and the def2-TZVPD basis.

Properties
gap between HOMO and LUMO (spin up / spin down) = 6.56 / 6.41 eV
total charge = +2
largest force on an atom = 0.352 eV Å⁻¹
lowest unoccupied orbital energy (spin up / spin down) = -8.13 / -8.28 eV
highest occupied orbital energy (spin up / spin down) = -14.7 / -14.7 eV

Last column: natural (NBO) charge in e.
Positions of all 67 atoms, in Å:
1 Pb 0.468 1.256 -0.493  1.537
2 N -2.973 4.549 -0.049  -0.311
3 C -1.686 4.278 0.165  0.217
4 N -1.492 2.976 0.046  -0.569
5 C -2.736 2.499 -0.257  0.273
6 N -3.659 3.429 -0.318  -0.214
7 C -3.032 1.085 -0.515  0.132
8 C -4.245 0.726 -1.107  0.056
9 N -4.537 -0.530 -1.397  -0.317
10 C -3.613 -1.439 -1.109  0.020
11 C -2.408 -1.090 -0.523  -0.004
12 N -2.109 0.171 -0.207  -0.468
13 H -3.443 5.442 -0.035  0.446
14 H -0.947 5.025 0.403  0.236
15 H -4.975 1.487 -1.352  0.240
16 H -3.832 -2.470 -1.358  0.222
17 H -1.665 -1.851 -0.322  0.193
18 Br 3.978 2.565 -0.618  0.119
19 C 3.221 2.360 -2.341  0.159
20 C 3.962 2.651 -3.472  -0.249
21 C 3.341 2.488 -4.701  -0.108
22 C 2.024 2.051 -4.757  -0.190
23 C 1.369 1.793 -3.569  0.091
24 N 1.968 1.943 -2.380  -0.581
25 C -0.074 1.318 -3.550  0.751
26 O -0.634 1.071 -4.586  -0.550
27 O -0.609 1.194 -2.359  -0.928
28 H 4.982 2.996 -3.388  0.260
29 H 3.886 2.703 -5.610  0.252
30 H 1.493 1.910 -5.688  0.272
31 C -4.692 -1.049 2.134  -0.836
32 Si -0.521 -1.036 2.507  1.816
33 C -1.604 -2.460 2.552  -0.737
34 C -0.775 0.383 3.636  -1.193
35 C 0.912 -1.203 1.440  -0.828
36 C 0.844 -1.984 0.179  0.106
37 C 0.861 -3.374 0.171  -0.269
38 C 0.813 -4.028 -1.054  -0.130
39 C 0.739 -3.287 -2.222  -0.183
40 C 0.724 -1.907 -2.124  0.062
41 N 0.790 -1.268 -0.954  -0.565
42 Si 2.695 -0.792 2.095  1.645
43 C 3.843 -0.997 0.643  -1.128
44 C 2.698 0.935 2.808  -1.121
45 C 2.966 -2.080 3.422  -1.111
46 H -5.107 -0.784 3.104  0.234
47 H -5.378 -1.717 1.617  0.238
48 H -4.541 -0.148 1.542  0.204
49 H -3.738 -1.563 2.278  0.177
50 H -2.047 -2.784 3.489  0.251
51 H -1.699 -3.167 1.738  0.238
52 H -1.780 0.346 4.058  0.292
53 H -0.652 1.317 3.082  0.284
54 H -0.053 0.387 4.456  0.295
55 H 0.915 -3.930 1.097  0.240
56 H 0.828 -5.110 -1.089  0.250
57 H 0.693 -3.762 -3.191  0.246
58 H 0.645 -1.285 -3.008  0.226
59 H 3.437 -0.575 -0.279  0.245
60 H 4.069 -2.049 0.463  0.262
61 H 4.786 -0.485 0.844  0.271
62 H 2.239 1.670 2.146  0.239
63 H 3.734 1.245 2.966  0.274
64 H 2.203 0.987 3.779  0.248
65 H 2.949 -3.094 3.019  0.254
66 H 2.230 -2.016 4.227  0.241
67 H 3.949 -1.926 3.875  0.276

Cartesian forces, eV/Å:
0.0725 0.0518 0.0327
0.0200 0.0027 0.0022
0.0077 0.0152 0.0337
0.0085 -0.0293 -0.0663
-0.0364 0.0530 0.0555
-0.0079 -0.0187 -0.0010
-0.0038 -0.0156 0.0055
0.0271 0.0164 -0.0018
0.0071 -0.0025 -0.0116
0.0152 0.0005 -0.0100
-0.0500 -0.0010 -0.0341
-0.0243 -0.0603 -0.0044
-0.0032 -0.0125 0.0062
0.0163 -0.0030 -0.0256
-0.0004 0.0035 -0.0013
-0.0029 -0.0008 0.0052
0.0197 -0.0050 -0.0055
-0.0043 0.0269 0.0067
0.0794 0.0335 -0.0186
-0.0318 -0.0075 0.0376
-0.0153 -0.0129 -0.0191
0.0010 0.0095 0.0081
0.0138 0.0129 -0.0123
-0.0571 -0.0295 -0.0081
0.0078 -0.0054 0.0408
0.0148 0.0014 -0.0385
-0.0438 -0.0338 -0.0699
0.0043 -0.0047 0.0021
-0.0034 0.0066 -0.0007
0.0049 0.0004 -0.0020
-0.0367 0.0124 0.0549
-0.1494 0.0839 -0.1965
0.3099 -0.0864 0.1432
0.0674 -0.0715 0.0110
0.0384 -0.0381 0.1984
-0.0019 -0.0382 0.0072
-0.0352 -0.0014 -0.0643
-0.0048 0.0063 0.0106
0.0037 0.0025 0.0041
0.0079 0.0096 -0.0180
-0.0088 0.0162 0.0496
0.0122 0.0234 -0.0452
-0.0352 0.0270 0.0473
-0.0413 -0.0409 -0.0107
0.0283 0.0417 -0.0269
-0.0064 0.0001 0.0065
-0.0057 0.0043 -0.0058
-0.0027 -0.0034 0.0261
-0.0452 0.0178 -0.0171
-0.1649 0.0807 -0.0475
0.0312 -0.0053 -0.0158
-0.0090 0.0066 -0.0080
-0.0110 0.0030 -0.0016
0.0040 -0.0294 0.0010
0.0191 0.0117 0.0126
0.0039 -0.0014 -0.0017
-0.0052 -0.0039 -0.0012
-0.0020 0.0001 0.0002
0.0075 0.0156 0.0135
-0.0310 -0.0127 -0.0111
0.0098 -0.0245 0.0145
0.0215 0.0127 -0.0071
0.0132 -0.0181 0.0080
-0.0075 -0.0088 -0.0059
-0.0147 0.0001 -0.0096
-0.0063 0.0146 -0.0072
0.0117 0.0017 -0.0125

=====

Below is an isolated ion of composition C6H6N and charge +1 in a non-equilibrium geometry, with properties calculated with the ωB97M-V functional and the def2-TZVPD basis.

Properties
gap between HOMO and LUMO = 9.48 eV
total charge = +1
largest force on an atom = 4.794 eV Å⁻¹
lowest unoccupied orbital energy = -5.63 eV
highest occupied orbital energy = -15.1 eV

Last column: natural (NBO) charge in e.
Positions of all 13 atoms, in Å:
1 C -0.065 3.390 0.182  -0.099
2 C -0.036 2.120 0.104  0.038
3 N -0.221 0.625 -0.060  -0.289
4 C 0.878 -0.065 -0.058  0.279
5 C 0.603 -1.512 0.082  -0.531
6 C -0.871 -1.521 -0.083  -0.119
7 C -1.297 -0.269 -0.060  -0.053
8 H 1.076 3.182 -0.212  0.347
9 H 1.885 0.203 -0.086  0.252
10 H 0.836 -1.693 1.133  0.319
11 H 1.022 -2.141 -0.615  0.293
12 H -1.504 -2.484 -0.107  0.289
13 H -2.307 0.164 -0.220  0.274

Cartesian forces, eV/Å:
1.5050 -2.6618 -0.5698
-1.9265 -1.4521 -0.4460
3.4896 3.1994 0.7571
-0.0716 -1.9252 0.2032
-2.2838 2.2293 0.2712
-1.3390 -2.0228 0.8850
-3.7585 0.8246 -0.9501
-0.9590 0.8285 0.3286
1.1990 1.5765 0.1124
0.4283 -0.5524 0.1856
1.7759 -1.5100 -1.2005
1.0381 1.9856 -0.0017
0.9024 -0.5198 0.4250